*A*
DFT (ωB97M-V with the def2-TZVPD basis set) results for 2 unconnected molecules or ions with the total composition C8H11NO.

The geometry in ORCA input format:
```
! RIJCOSX wB97M-V def2-TZVPD def2/J DEFGRID3
* xyz 0 1
C -1.271 0.038 -1.608
C -0.992 1.400 -0.916
C 0.155 -1.265 0.900
C 0.075 -0.168 1.783
C 1.124 0.757 1.747
C 2.181 0.705 0.878
C 2.287 -0.418 0.032
C 1.283 -1.406 0.032
H -2.911 -1.456 -1.693
H -3.127 0.026 -0.792
H -0.019 1.248 -0.602
H -1.499 1.415 0.039
H -1.289 2.173 -1.635
H -0.597 -2.082 1.041
H -0.673 -0.058 2.510
H 1.079 1.556 2.485
H 2.844 1.547 0.861
H 3.009 -0.596 -0.782
H 1.311 -2.276 -0.646
N -2.492 -0.487 -1.385
O -0.478 -0.652 -2.247
*
```

## Properties
- frontier orbital gap (eV) = 9.9668
- structure (SMILES) = c1ccccc1.CC(N)=O
- HOMO energy (eV) = -9.110

How positive or negative is each atom? The natural (NBO) charges in e answer that: 0.68, -0.72, -0.22, -0.24, -0.23, -0.22, -0.22, -0.19, 0.42, 0.38, 0.25, 0.22, 0.24, 0.22, 0.21, 0.21, 0.22, 0.22, 0.23, -0.83, -0.63

*B*
DFT (ωB97M-V with the def2-TZVPD basis set) results for a single C8H11NO molecule.

The geometry in ORCA input format:
```
! RIJCOSX wB97M-V def2-TZVPD def2/J DEFGRID3
* xyz 0 1
N -0.399 -1.822 -2.091
C -1.055 -0.654 -2.048
C -0.355 0.568 -1.489
C -0.056 0.486 -0.024
C -1.051 0.360 1.125
C 0.125 0.758 2.046
C 1.099 -0.441 1.951
C 1.299 -0.022 0.501
C 0.837 1.382 0.788
H 0.577 0.706 -2.059
H -0.997 1.431 -1.716
H -1.809 1.153 1.065
H -1.538 -0.611 1.312
H -0.057 1.262 3.001
H 2.011 -0.270 2.540
H 0.694 -1.443 2.169
H 2.076 -0.336 -0.198
H 1.275 2.354 0.564
O -1.741 -0.552 -3.107
H -0.076 -2.174 -1.198
H -0.862 -2.135 -3.132
*
```

## Properties
- frontier orbital gap (eV) = 10.1537
- structure (SMILES) = NC(=O)C[C@@]12C[C@H]3C[C@@H]1[C@H]32
- HOMO energy (eV) = -9.445

How positive or negative is each atom? The natural (NBO) charges in e answer that: -0.86, 0.65, -0.48, -0.05, -0.39, -0.20, -0.39, -0.24, -0.23, 0.25, 0.24, 0.21, 0.19, 0.22, 0.21, 0.19, 0.23, 0.23, -0.65, 0.40, 0.46

Sorted by energy, starting with the most stable: *A*, *B*.

*A*
DFT (ωB97M-V with the def2-TZVPD basis set) results for a single C8H11NO molecule.

The geometry in ORCA input format:
```
! RIJCOSX wB97M-V def2-TZVPD def2/J DEFGRID3
* xyz 0 1
C 0.384 0.850 0.541
C 0.048 -0.110 -0.237
C 0.522 -2.399 -0.999
C -0.966 -2.266 -0.996
C -1.846 1.557 1.598
C -0.397 1.227 1.819
C -0.103 -1.038 -1.302
C 1.623 1.654 0.230
N -1.431 0.335 2.197
O -1.499 -0.865 1.633
H 1.051 -2.683 -0.064
H 0.920 -3.020 -1.668
H -1.533 -2.700 -1.951
H -1.409 -2.115 -0.020
H -2.283 2.185 2.276
H -2.236 1.552 0.668
H 0.348 1.666 2.628
H -0.125 -0.876 -2.314
H 2.067 1.428 -0.805
H 2.293 1.291 0.871
H 1.225 2.696 0.405
*
```

## Properties
- frontier orbital gap (spin up / spin down) (eV) = 8.9056 / 6.8486
- HOMO energy (spin up / spin down) (eV) = -8.414 / -7.093

How positive or negative is each atom? The natural (NBO) charges in e answer that: -0.15, 0.25, -0.40, -0.37, -0.25, -0.11, -0.37, -0.60, -0.03, -0.42, 0.23, 0.21, 0.21, 0.27, 0.20, 0.20, 0.22, 0.24, 0.22, 0.21, 0.22

*B*
DFT (ωB97M-V with the def2-TZVPD basis set) results for a single C8H11NO molecule.

The geometry in ORCA input format:
```
! RIJCOSX wB97M-V def2-TZVPD def2/J DEFGRID3
* xyz 0 1
C -1.048 0.684 -0.802
C -0.601 1.263 1.660
C -0.800 -2.165 0.479
N -0.371 0.400 0.495
C 0.161 -1.042 0.787
C 0.414 0.892 -0.767
C 1.155 2.033 -0.881
C 1.074 -0.716 -1.145
C 1.715 -1.414 -1.911
O 0.985 -1.098 1.669
H -1.457 -0.178 -1.312
H -1.670 1.571 -0.766
H -0.628 2.301 1.340
H 0.224 1.115 2.355
H -1.541 0.976 2.133
H -1.252 -2.101 -0.506
H -0.251 -3.102 0.549
H -1.582 -2.159 1.245
H 2.039 2.168 -0.270
H 1.113 2.593 -1.806
H 2.320 -2.019 -2.544
*
```

## Properties
- frontier orbital gap (spin up / spin down) (eV) = 6.9508 / 6.9496
- HOMO energy (spin up / spin down) (eV) = -6.849 / -6.848

How positive or negative is each atom? The natural (NBO) charges in e answer that: -0.24, -0.42, -0.71, -0.35, 0.75, 0.19, -0.72, -0.23, -0.25, -0.55, 0.23, 0.24, 0.24, 0.24, 0.21, 0.23, 0.25, 0.24, 0.21, 0.22, 0.23

Sorted by energy, starting with the most stable: *B*, *A*.

*A*
DFT (ωB97M-V with the def2-TZVPD basis set) results for 12 unconnected molecules or ions with the total composition C27H83N19O12.

The geometry in ORCA input format:
```
! RIJCOSX wB97M-V def2-TZVPD def2/J DEFGRID3
* xyz 0 1
C -28.352 2.816 -10.180
C -28.373 3.918 -9.124
C -28.039 5.266 -9.753
O -28.130 6.317 -8.821
C -26.950 6.963 -8.633
N -29.676 3.992 -8.442
H -27.398 2.850 -10.720
H -29.185 2.882 -10.889
H -28.316 1.839 -9.672
H -27.619 3.663 -8.360
H -28.744 5.374 -10.584
H -26.990 5.241 -10.067
H -26.504 7.397 -9.569
H -26.188 6.351 -8.103
H -27.011 7.816 -7.941
H -30.372 3.711 -9.126
H -29.951 4.872 -8.037
C -20.973 9.763 -11.736
C -22.286 9.413 -10.997
C -22.142 9.040 -9.538
O -23.411 8.553 -9.092
C -23.583 8.096 -7.760
N -23.337 10.363 -11.142
H -21.168 10.001 -12.776
H -20.293 8.934 -11.516
H -20.454 10.631 -11.297
H -22.670 8.523 -11.494
H -21.828 9.962 -9.025
H -21.396 8.280 -9.313
H -23.134 7.085 -7.557
H -24.651 7.983 -7.538
H -23.172 8.846 -7.074
H -24.270 10.025 -10.966
H -23.154 11.250 -10.716
C -26.651 3.936 -16.122
C -28.204 3.941 -15.940
C -28.776 4.310 -17.340
O -30.226 4.426 -17.358
C -30.836 4.842 -18.556
N -28.679 2.585 -15.690
H -26.097 3.543 -15.275
H -26.238 4.937 -16.269
H -26.515 3.332 -17.042
H -28.601 4.646 -15.196
H -28.544 3.552 -18.090
H -28.300 5.212 -17.715
H -31.876 4.806 -18.255
H -30.620 4.127 -19.371
H -30.678 5.895 -18.813
H -28.411 2.055 -16.510
H -29.686 2.516 -15.646
C -24.132 4.146 -9.970
C -23.156 4.727 -11.067
C -23.943 5.808 -11.883
O -25.004 5.066 -12.472
C -26.019 5.856 -13.172
N -21.943 5.343 -10.649
H -24.425 4.994 -9.325
H -23.749 3.285 -9.395
H -24.970 3.738 -10.550
H -22.919 3.934 -11.787
H -23.315 6.294 -12.669
H -24.371 6.514 -11.168
H -26.694 5.186 -13.686
H -25.600 6.717 -13.739
H -26.648 6.332 -12.415
H -21.224 4.724 -10.332
H -22.248 5.805 -9.799
C -17.024 6.240 -6.320
C -17.647 7.032 -7.460
C -19.027 6.498 -7.837
O -19.914 6.218 -6.737
C -20.344 7.293 -5.985
N -17.800 8.419 -7.087
H -16.857 5.189 -6.599
H -17.624 6.148 -5.400
H -16.001 6.624 -6.222
H -17.038 6.857 -8.359
H -18.823 5.548 -8.345
H -19.629 7.065 -8.575
H -19.654 7.687 -5.238
H -21.302 7.091 -5.514
H -20.495 8.203 -6.579
H -17.936 8.868 -7.980
H -16.969 8.865 -6.713
C -21.916 6.139 -16.236
O -20.758 6.313 -16.589
N -22.952 6.769 -16.827
N -22.211 5.366 -15.243
H -22.665 7.274 -17.650
H -23.692 7.165 -16.279
H -21.426 4.922 -14.782
H -23.089 4.867 -15.260
C -26.118 -0.439 -8.934
O -25.929 -0.908 -7.856
N -26.970 -0.832 -9.909
N -25.515 0.719 -9.505
H -27.247 0.091 -10.318
H -27.827 -1.103 -9.383
H -24.679 0.861 -8.925
H -25.188 0.608 -10.461
C -19.583 2.433 -10.850
O -19.933 2.996 -9.799
N -20.223 2.556 -12.004
N -18.567 1.615 -10.899
H -19.678 2.522 -12.858
H -20.940 3.260 -12.041
H -18.266 1.281 -9.990
H -18.572 0.905 -11.611
C -22.322 -0.766 -8.965
O -22.198 -1.585 -9.850
N -22.184 0.539 -9.239
N -22.510 -0.912 -7.691
H -21.841 1.146 -8.516
H -21.827 0.539 -10.181
H -22.741 -0.094 -7.085
H -22.798 -1.834 -7.418
C -19.099 5.456 -13.661
O -19.602 4.414 -13.949
N -19.455 6.228 -12.630
N -18.060 6.050 -14.211
H -19.186 7.176 -12.565
H -20.327 5.960 -12.181
H -17.677 5.685 -15.067
H -17.751 6.961 -13.920
C -30.266 7.589 -14.443
O -31.028 8.090 -13.686
N -28.955 7.428 -14.263
N -30.485 7.159 -15.731
H -28.436 6.860 -14.915
H -28.597 7.583 -13.335
H -31.382 7.468 -16.049
H -30.314 6.191 -15.992
C -21.439 2.873 -6.383
O -21.913 1.762 -6.463
N -20.946 3.457 -5.295
N -21.533 3.817 -7.383
H -20.767 2.769 -4.587
H -20.495 4.364 -5.273
H -21.167 4.744 -7.182
H -21.065 3.472 -8.212
*
```

## Properties
- frontier orbital gap (eV) = 8.8740
- structure (SMILES) = COC[C@H](C)N.COC[C@H](C)N.COC[C@H](C)N.COC[C@H](C)N.COC[C@H](C)N.NC(N)=O.NC(N)=O.NC(N)=O.NC(N)=O.NC(N)=O.NC(N)=O.NC(N)=O
- HOMO energy (eV) = -8.751

Atomic partial charges in e from the Löwdin method, atoms 1 to 99: -0.06, -0.43, -0.21, -0.16, -0.17, 0.05, 0.07, 0.08, 0.06, 0.14, 0.13, 0.10, 0.10, 0.09, 0.09, 0.06, 0.06, -0.04, -0.46, -0.20, -0.21, -0.09, 0.05, 0.08, 0.05, 0.08, 0.12, 0.13, 0.10, 0.09, 0.06, 0.09, 0.08, 0.07, -0.06, -0.41, -0.20, -0.24, -0.11, 0.04, 0.07, 0.07, 0.09, 0.11, 0.12, 0.12, 0.09, 0.10, 0.09, 0.07, 0.07, -0.02, -0.41, -0.20, -0.22, -0.08, 0.06, 0.07, 0.06, 0.06, 0.13, 0.12, 0.11, 0.06, 0.10, 0.06, 0.03, 0.07, -0.05, -0.45, -0.16, -0.24, -0.15, 0.04, 0.08, 0.08, 0.08, 0.14, 0.12, 0.11, 0.08, 0.09, 0.08, 0.08, 0.08, -0.75, 0.03, 0.15, 0.19, 0.10, 0.09, 0.08, 0.11, -0.69, 0.09, 0.12, 0.11, 0.08, 0.12

*B*
DFT (ωB97M-V with the def2-TZVPD basis set) results for 12 unconnected molecules or ions with the total composition C27H83N19O12.

The geometry in ORCA input format:
```
! RIJCOSX wB97M-V def2-TZVPD def2/J DEFGRID3
* xyz 0 1
C -13.810 1.572 1.448
O -12.727 1.454 1.982
N -13.993 1.544 0.081
N -14.979 1.727 2.164
H -14.915 1.580 -0.307
H -13.197 1.348 -0.496
H -15.829 2.012 1.720
H -14.852 1.616 3.152
C -12.791 5.727 -11.112
O -13.668 5.295 -11.860
N -12.310 5.000 -10.058
N -12.364 7.032 -11.194
H -12.413 3.996 -10.070
H -11.596 5.403 -9.475
H -11.556 7.294 -10.663
H -12.652 7.473 -12.048
C -9.620 2.185 -9.428
O -10.109 2.223 -8.309
N -8.432 1.575 -9.740
N -10.267 2.727 -10.524
H -8.101 0.947 -9.009
H -8.243 1.320 -10.693
H -9.996 2.517 -11.465
H -11.072 3.309 -10.370
C -17.670 4.219 -4.661
O -18.074 3.670 -3.647
N -16.814 3.649 -5.562
N -18.047 5.516 -4.972
H -16.597 4.196 -6.376
H -16.208 2.884 -5.310
H -17.736 6.031 -5.773
H -18.815 5.870 -4.432
C -14.455 1.970 -10.685
O -13.341 2.210 -10.214
N -15.143 0.840 -10.321
N -15.065 2.792 -11.578
H -15.940 0.504 -10.826
H -14.762 0.302 -9.561
H -15.966 2.543 -11.934
H -14.548 3.627 -11.842
C -8.084 -0.830 -6.535
O -7.467 0.193 -6.818
N -9.419 -0.856 -6.297
N -7.437 -2.044 -6.449
H -9.919 -1.689 -6.050
H -9.893 0.049 -6.286
H -7.958 -2.891 -6.324
H -6.448 -2.063 -6.604
C -12.494 -1.075 -8.899
O -13.631 -1.021 -8.445
N -11.874 0.013 -9.422
N -11.757 -2.234 -8.912
H -10.884 0.049 -9.580
H -12.334 0.912 -9.389
H -10.756 -2.270 -8.885
H -12.250 -3.087 -8.722
C -17.245 0.810 -7.199
C -18.432 0.581 -8.147
C -18.499 -0.869 -8.579
O -18.839 -1.662 -7.467
C -18.487 -3.002 -7.617
N -19.738 0.917 -7.522
H -17.593 0.758 -6.165
H -16.840 1.814 -7.314
H -16.412 0.110 -7.302
H -18.356 1.234 -9.019
H -17.560 -1.221 -9.030
H -19.244 -0.984 -9.381
H -18.486 -3.374 -8.647
H -19.072 -3.702 -7.016
H -17.463 -3.187 -7.238
H -19.765 0.391 -6.652
H -19.665 1.893 -7.243
C -13.554 2.332 -7.082
C -12.828 1.793 -5.862
C -13.731 1.034 -4.915
O -14.663 1.943 -4.342
C -14.689 2.024 -2.932
N -11.843 0.791 -6.281
H -12.797 2.659 -7.795
H -14.133 3.199 -6.757
H -14.140 1.546 -7.552
H -12.401 2.583 -5.252
H -13.124 0.651 -4.076
H -14.193 0.094 -5.242
H -15.137 1.132 -2.479
H -15.302 2.875 -2.642
H -13.645 2.152 -2.630
H -12.305 0.033 -6.785
H -11.341 1.237 -7.056
C -11.190 7.042 0.176
C -12.580 6.975 0.790
C -13.475 6.011 0.036
O -14.072 6.543 -1.117
C -14.845 5.568 -1.755
N -12.586 6.613 2.206
H -11.215 7.342 -0.874
H -10.681 6.073 0.229
H -10.536 7.733 0.715
H -13.058 7.958 0.714
H -14.236 5.590 0.711
H -12.873 5.113 -0.212
H -15.417 4.941 -1.063
H -14.183 4.922 -2.354
H -15.538 5.988 -2.485
H -12.135 5.707 2.340
H -11.960 7.241 2.704
C -10.782 3.953 -3.148
C -9.702 3.168 -3.880
C -9.571 1.728 -3.402
O -9.508 1.567 -2.005
C -8.307 2.057 -1.435
N -9.801 3.264 -5.336
H -10.852 4.996 -3.449
H -10.507 3.913 -2.094
H -11.760 3.498 -3.339
H -8.767 3.709 -3.686
H -8.694 1.284 -3.898
H -10.435 1.160 -3.762
H -8.148 3.118 -1.625
H -7.486 1.442 -1.827
H -8.344 1.863 -0.365
H -9.051 2.767 -5.808
H -10.653 2.817 -5.662
C -11.878 10.669 -6.972
C -10.864 9.551 -7.105
C -11.099 8.338 -6.193
O -11.829 7.312 -6.816
C -11.978 6.199 -5.960
N -10.757 9.143 -8.510
H -12.027 11.042 -5.963
H -12.851 10.357 -7.374
H -11.574 11.484 -7.633
H -9.906 10.001 -6.824
H -11.600 8.699 -5.280
H -10.136 7.937 -5.839
H -12.794 5.582 -6.346
H -12.182 6.342 -4.896
H -11.087 5.566 -6.077
H -11.688 8.982 -8.880
H -10.270 8.261 -8.603
*
```

## Properties
- frontier orbital gap (eV) = 8.8436
- structure (SMILES) = COC[C@H](C)N.COC[C@H](C)N.COC[C@H](C)N.COC[C@H](C)N.COC[C@H](C)N.NC(N)=O.NC(N)=O.NC(N)=O.NC(N)=O.NC(N)=O.NC(N)=O.NC(N)=O
- HOMO energy (eV) = -8.667

Atomic partial charges in e from the Löwdin method, atoms 1 to 99: -0.68, 0.03, 0.15, 0.14, 0.07, 0.09, 0.09, 0.10, -0.63, 0.01, 0.17, 0.17, 0.04, 0.10, 0.08, 0.11, -0.65, 0.01, 0.17, 0.17, 0.08, 0.10, 0.10, 0.04, -0.67, 0.01, 0.16, 0.14, 0.09, 0.06, 0.09, 0.10, -0.61, -0.04, 0.19, 0.18, 0.10, 0.05, 0.10, 0.06, -0.68, 0.00, 0.17, 0.14, 0.10, 0.06, 0.09, 0.10, -0.67, -0.01, 0.19, 0.16, 0.08, 0.05, 0.09, 0.10, -0.06, -0.41, -0.23, -0.17, -0.13, 0.04, 0.08, 0.05, 0.07, 0.13, 0.12, 0.13, 0.09, 0.08, 0.09, 0.07, 0.07, -0.03, -0.40, -0.18, -0.22, -0.10, 0.04, 0.06, 0.07, 0.07, 0.11, 0.12, 0.14, 0.09, 0.07, 0.07, 0.06, 0.02, -0.07, -0.44, -0.24, -0.16, -0.12, 0.03, 0.08, 0.07, 0.07

Sorted by energy, starting with the most stable: *B*, *A*.